{"formula": "C39H32N3O2SmTe", "method": "wB97M-V/def2-TZVPD", "total_charge": 2, "multiplicity": 6, "max_force_ev_per_a": 2.9, "homo_energy_ev": [-12.687, -12.689], "species": ["Sm", "C", "C", "C", "C", "C", "O", "C", "C", "C", "C", "C", "C", "C", "O", "C", "C", "C", "N", "C", "C", "Te", "C", "C", "C", "C", "C", "C", "C", "C", "C", "C", "C", "C", "H", "H", "H", "H", "H", "H", "H", "H", "H", "H", "H", "H", "H", "H", "H", "H", "H", "H", "H", "H", "H", "H", "H", "H", "C", "C", "C", "C", "N", "C", "C", "C", "C", "C", "C", "N", "H", "H", "H", "H", "H", "H", "H", "H"], "xyz": [[0.0227, 1.0472, -0.2041], [-2.7520, -4.6458, 2.7251], [-2.4504, -3.5198, 1.7931], [-3.3873, -3.0227, 0.9026], [-3.1535, -1.8988, 0.1098], [-4.3093, -1.4797, -0.7450], [-5.4371, -1.6639, -0.3462], [-4.0552, -0.8804, -2.0749], [-5.1330, -0.1909, -2.6342], [-5.0361, 0.3790, -3.8875], [-3.8524, 0.2597, -4.5980], [-2.7813, -0.4456, -4.0636], [-2.8770, -1.0245, -2.8080], [-1.9361, -1.1999, 0.2121], [-1.6999, -0.0264, -0.3795], [-0.9378, -1.7932, 1.0507], [-1.2020, -2.9083, 1.8264], [0.3478, -1.0558, 1.0571], [0.5613, 0.0098, 1.7806], [-0.3074, 0.2786, 2.9139], [0.5158, 0.2624, 4.1983], [1.1048, -1.7444, 4.7704], [2.6311, -1.9199, 3.2730], [2.6522, -3.0378, 2.4513], [3.6513, -3.1918, 1.5068], [4.6386, -2.2306, 1.3789], [4.6285, -1.1197, 2.2057], [3.6296, -0.9649, 3.1530], [1.2555, -1.2569, -0.1141], [2.3797, -0.4007, -0.2884], [3.2173, -0.5764, -1.3829], [2.9650, -1.5820, -2.3092], [1.8733, -2.4216, -2.1431], [1.0171, -2.2591, -1.0657], [-3.7733, -4.9973, 2.6097], [-2.6081, -4.3141, 3.7532], [-2.0702, -5.4758, 2.5524], [-4.3530, -3.5020, 0.8202], [-6.0436, -0.1284, -2.0603], [-5.8859, 0.8938, -4.3116], [-3.7738, 0.6897, -5.5851], [-1.8797, -0.5726, -4.6483], [-2.0575, -1.6222, -2.4281], [-0.4305, -3.2839, 2.4892], [-1.1200, -0.4556, 2.9919], [-0.7393, 1.2910, 2.7706], [-0.0876, 0.6431, 5.0147], [1.4033, 0.8814, 4.0935], [1.9003, -3.8034, 2.5677], [3.6655, -4.0727, 0.8830], [5.4246, -2.3580, 0.6516], [5.4211, -0.3885, 2.1353], [3.6533, -0.1179, 3.8236], [2.6979, 0.2468, 0.5388], [4.0993, 0.0425, -1.4862], [3.6385, -1.7244, -3.1401], [1.6942, -3.2111, -2.8561], [0.1761, -2.9263, -0.9341], [3.0667, 4.1159, 1.7087], [3.0076, 5.2248, 0.8750], [2.0830, 5.2331, -0.1566], [1.2495, 4.1320, -0.3571], [1.3247, 3.0450, 0.4501], [2.2056, 3.0593, 1.4610], [0.2415, 4.0772, -1.4439], [0.0258, 5.1238, -2.3395], [-0.9445, 4.9998, -3.3225], [-1.7103, 3.8425, -3.3737], [-1.4497, 2.8368, -2.4554], [-0.4849, 2.9351, -1.5294], [3.7682, 4.0719, 2.5261], [3.6686, 6.0656, 1.0292], [2.0287, 6.0970, -0.7950], [2.2079, 2.1737, 2.0945], [0.6012, 6.0318, -2.2893], [-1.1050, 5.7954, -4.0351], [-2.4872, 3.7168, -4.1099], [-2.0329, 1.9130, -2.4475]]}